A 13-piece molecular cluster, C38H87F12N8O24S4 overall at a distorted geometry. Source: OMol25; level of theory: wB97M-V/def2-TZVPD.

Computed properties:
Max |F| in eV Å⁻¹: 8.405
Spin multiplicity: 2
Frontier orbital gap (spin up / spin down) in eV: 1.0 / 2.9
HOMO energy (spin up / spin down) in eV: -0.51 / -2.43
Total charge: -2
Total energy in eV: -177808.6540
LUMO (spin up / spin down) in eV: 0.504 / 0.504

Each atom is followed by the atoms it is bonded to, with distances in Å.
Cartesian coordinates (Å):
1 C 2.62950 8.11728 13.20581  F2 1.335, F3 1.368, F4 1.311, S5 1.882
2 F 2.07394 8.26623 12.00134  C1 1.335
3 F 3.40510 6.99131 13.17144  C1 1.368
4 F 3.48781 9.08499 13.42140  C1 1.311
5 S 1.32203 8.12969 14.55910  C1 1.882, O6 1.481, O7 1.409, N8 1.827, S9 2.579
6 O 0.65364 9.45121 14.58575  S5 1.481
7 O 0.47145 7.01127 14.45087  S5 1.409
8 N 2.43336 7.84473 15.98109  S5 1.827, S9 1.464
9 S 2.05861 8.92174 16.89980  S5 2.579, N8 1.464, O10 1.497, O11 1.452, C12 1.955
10 O 2.70575 10.21825 16.52478  S9 1.497
11 O 0.69301 9.01937 17.38242  S9 1.452
12 C 3.11811 8.41040 18.46116  S9 1.955, F13 1.360, F14 1.350, F15 1.312
13 F 4.36671 7.96566 18.15721  C12 1.360
14 F 3.32835 9.42640 19.32503  C12 1.350
15 F 2.46655 7.44271 19.06233  C12 1.312
16 C 4.29987 9.73912 6.24778  F17 1.344, F18 1.365, F19 1.324, S20 1.923
17 F 5.18736 10.74837 6.22424  C16 1.344
18 F 3.95524 9.33648 4.98937  C16 1.365
19 F 4.81572 8.73894 6.94465  C16 1.324
20 S 2.78886 10.47227 7.18409  C16 1.923, O21 1.460, O22 1.460, N23 1.775, S24 2.606
21 O 3.26759 11.08489 8.41945  S20 1.460
22 O 2.13098 11.33833 6.21029  S20 1.460
23 N 1.82673 8.99538 7.38931  S20 1.775, S24 1.560
24 S 1.70077 8.88342 8.93985  S20 2.606, N23 1.560, O25 1.488, O26 1.467, C27 1.968
25 O 3.03236 8.64603 9.56009  S24 1.488
26 O 0.92412 9.95252 9.57715  S24 1.467
27 C 0.67116 7.21143 9.06386  S24 1.968, F28 1.344, F29 1.345, F30 1.354
28 F 1.19541 6.24788 8.28651  C27 1.344
29 F 0.67686 6.76163 10.33194  C27 1.345
30 F -0.60857 7.38404 8.65605  C27 1.354
31 C 8.44678 14.15859 11.79115  C32 1.474, H40 1.090, H41 1.090, H42 1.090
32 C 9.07695 13.22714 10.83805  C31 1.474, C33 1.533, N36 1.471, H43 1.090
33 C 8.26569 12.79114 9.61207  C32 1.533, O34 1.419, H44 1.090, H45 1.090
34 O 8.83880 11.67361 8.95158  C33 1.419, C35 1.480
35 C 7.93632 11.23147 7.86548  O34 1.480, H46 1.090, H47 1.090, H48 1.090
36 N 10.32483 13.82179 10.33470  C32 1.471, H37 1.010, H38 1.010, H39 1.010
37 H 10.80152 14.27627 11.10041  N36 1.010
38 H 10.91580 13.07516 9.99794  N36 1.010
39 H 10.19643 14.41738 9.52916  N36 1.010
40 H 7.44125 13.86714 12.09455  C31 1.090
41 H 8.24451 15.14237 11.36762  C31 1.090
42 H 9.15377 14.29267 12.60985  C31 1.090
43 H 9.37699 12.28666 11.30015  C32 1.090
44 H 8.12123 13.55606 8.84910  C33 1.090
45 H 7.30391 12.46620 10.00891  C33 1.090
46 H 7.85542 12.06106 7.16311  C35 1.090
47 H 7.05686 10.92627 8.43249  C35 1.090
48 H 8.36648 10.42389 7.27313  C35 1.090
49 C 9.46131 14.57010 0.60032  C50 1.553, H58 1.090, H59 1.090, H60 1.090
50 C 9.46688 13.57070 1.78890  C49 1.553, C51 1.553, N54 1.563, H61 1.090
51 C 8.06851 13.50618 2.46088  C50 1.553, O52 1.393, H62 1.090, H63 1.090
52 O 7.90597 12.50709 3.41794  C51 1.393, C53 1.408
53 C 6.61622 12.61207 3.97269  O52 1.408, H64 1.090, H65 1.090, H66 1.090
54 N 10.01823 12.17180 1.36343  C50 1.563, H55 1.010, H56 1.010, H57 1.010
55 H 10.63336 12.26194 0.56746  N54 1.010
56 H 10.45881 11.65296 2.10962  N54 1.010
57 H 9.27687 11.54683 1.08075  N54 1.010
58 H 9.24797 15.55285 1.02079  C49 1.090
59 H 8.72970 14.38537 -0.18627  C49 1.090
60 H 10.33412 14.46560 -0.04416  C49 1.090
61 H 10.13858 13.82250 2.60958  C50 1.090
62 H 7.36055 13.10689 1.73461  C51 1.090
63 H 7.81598 14.50529 2.81598  C51 1.090
64 H 6.40692 11.68966 4.51438  C53 1.090
65 H 5.81174 12.73814 3.24811  C53 1.090
66 H 6.55011 13.47677 4.63301  C53 1.090
67 C -0.48648 5.89111 4.28266  C68 1.594, H76 1.090, H77 1.090, H78 1.090
68 C 0.59132 6.54852 5.25584  C67 1.594, C69 1.549, N72 1.582, H79 1.090
69 C 1.89546 5.77788 5.57990  C68 1.549, O70 1.473, H80 1.090, H81 1.090
70 O 2.72075 5.55616 4.37959  C69 1.473, C71 1.416
71 C 3.91013 4.86576 4.71592  O70 1.416, H82 1.090, H83 1.090, H84 1.090
72 N 0.83472 8.06851 4.89102  C68 1.582, H73 1.010, H74 1.010, H75 1.010
73 H 1.22767 8.56374 5.67871  N72 1.010
74 H 1.51937 8.07943 4.14856  N72 1.010
75 H 0.00026 8.56667 4.61605  N72 1.010
76 H -0.19364 5.84581 3.23372  C67 1.090
77 H -1.41194 6.46549 4.32406  C67 1.090
78 H -0.72078 4.89641 4.66186  C67 1.090
79 H 0.05956 6.67703 6.19861  C68 1.090
80 H 1.67382 4.88634 6.16653  C69 1.090
81 H 2.56102 6.40854 6.16930  C69 1.090
82 H 4.57725 5.28626 5.46841  C71 1.090
83 H 4.42476 4.59809 3.79309  C71 1.090
84 H 3.71321 3.87114 5.11600  C71 1.090
85 C -2.60639 3.11317 5.90653  C86 1.514, H94 1.090, H95 1.090, H96 1.090
86 C -3.55736 3.30244 7.06912  C85 1.514, C87 1.530, N90 1.559, H97 1.090
87 C -3.56825 4.75175 7.56031  C86 1.530, O88 1.509, H98 1.090, H99 1.090
88 O -3.81852 5.74841 6.45466  C87 1.509, C89 1.392
89 C -3.94553 7.05873 6.90543  O88 1.392, H100 1.090, H101 1.090, H102 1.090
90 N -5.00236 2.86660 6.67714  C86 1.559, H91 1.010, H92 1.010, H93 1.010
91 H -4.96540 1.87021 6.51604  N90 1.010
92 H -5.73222 3.10851 7.33203  N90 1.010
93 H -5.15738 3.20247 5.73733  N90 1.010
94 H -2.52298 2.06547 5.61762  C85 1.090
95 H -1.59765 3.48614 6.08392  C85 1.090
96 H -3.04747 3.58003 5.02585  C85 1.090
97 H -3.23944 2.74712 7.95154  C86 1.090
98 H -2.55983 4.82948 7.96671  C87 1.090
99 H -4.28717 4.97905 8.34744  C87 1.090
100 H -4.55198 7.04524 7.81104  C89 1.090
101 H -4.41603 7.63019 6.10533  C89 1.090
102 H -2.93996 7.42280 7.11612  C89 1.090
103 C 6.81565 9.80948 2.50566  C104 1.556, H112 1.090, H113 1.090, H114 1.090
104 C 6.42018 8.58559 1.63033  C103 1.556, C105 1.557, N108 1.518, H115 1.090
105 C 5.49501 7.56401 2.35553  C104 1.557, O106 1.426, H116 1.090, H117 1.090
106 O 5.18228 6.43277 1.54642  C105 1.426, C107 1.455
107 C 6.26323 5.47015 1.40334  O106 1.455, H118 1.090, H119 1.090, H120 1.090
108 N 5.68404 9.08917 0.40246  C104 1.518, H109 1.010, H110 1.010, H111 1.010
109 H 4.77334 9.49801 0.55601  N108 1.010
110 H 6.24400 9.61961 -0.24959  N108 1.010
111 H 5.33559 8.29148 -0.10977  N108 1.010
112 H 7.44604 9.59506 3.36864  C103 1.090
113 H 5.95763 10.40897 2.80981  C103 1.090
114 H 7.37644 10.48031 1.85481  C103 1.090
115 H 7.22850 7.99404 1.20047  C104 1.090
116 H 4.57114 8.03940 2.68501  C105 1.090
117 H 5.94757 7.29813 3.31084  C105 1.090
118 H 6.00973 4.87248 0.52776  C107 1.090
119 H 6.31055 4.82494 2.28059  C107 1.090
120 H 7.24988 5.87656 1.18095  C107 1.090
121 C -0.68118 12.79479 9.12801  C122 1.549, H130 1.090, H131 1.090, H132 1.090
122 C -1.31851 11.94284 8.00214  C121 1.549, C123 1.592, N126 1.554, H133 1.090
123 C -2.90806 12.01786 8.03376  C122 1.592, O124 1.491, H134 1.090, H135 1.090
124 O -3.48071 11.00411 8.96445  C123 1.491, C125 1.444
125 C -4.89479 10.80268 8.75154  O124 1.444, H136 1.090, H137 1.090, H138 1.090
126 N -0.84070 12.50774 6.63547  C122 1.554, H127 1.010, H128 1.010, H129 1.010
127 H -0.67452 11.76411 5.97252  N126 1.010
128 H -1.49172 13.17716 6.25059  N126 1.010
129 H 0.02551 12.99712 6.80947  N126 1.010
130 H 0.40365 12.76084 9.02763  C121 1.090
131 H -1.01205 12.57208 10.14243  C121 1.090
132 H -0.91919 13.84370 8.95121  C121 1.090
133 H -1.03437 10.89454 8.09399  C122 1.090
134 H -3.22681 11.69496 7.04268  C123 1.090
135 H -3.31671 12.98708 8.31961  C123 1.090
136 H -5.36252 10.13083 9.47122  C125 1.090
137 H -5.07122 10.37416 7.76496  C125 1.090
138 H -5.49285 11.69438 8.93941  C125 1.090
139 C 4.11558 4.35688 9.72899  C140 1.522, H143 1.090, H144 1.090, H145 1.090
140 C 5.04899 3.45837 8.92953  C139 1.522, O141 1.261, O142 1.265
141 O 6.22378 3.23504 9.32973  C140 1.261
142 O 4.69894 2.85541 7.87350  C140 1.265
143 H 3.56228 5.04638 9.09137  C139 1.090
144 H 4.57795 4.83412 10.59303  C139 1.090
145 H 3.41345 3.68878 10.22774  C139 1.090
146 C 1.99593 11.35774 2.62831  C147 1.526, H150 1.090, H151 1.090, H152 1.090
147 C 3.09221 11.00724 1.62592  C146 1.526, O148 1.252, O149 1.235
148 O 2.87578 10.06455 0.83060  C147 1.252
149 O 4.17643 11.59396 1.69616  C147 1.235
150 H 2.01819 10.52841 3.33529  C146 1.090
151 H 0.99621 11.23120 2.21281  C146 1.090
152 H 2.12241 12.26421 3.22029  C146 1.090
153 C -3.52609 7.47521 10.63648  C154 1.527, H157 1.090, H158 1.090, H159 1.090
154 C -3.52931 6.14852 11.39222  C153 1.527, O155 1.274, O156 1.252
155 O -2.96906 5.12503 10.87947  C154 1.274
156 O -4.13051 6.01188 12.48196  C154 1.252
157 H -4.46376 8.02898 10.68341  C153 1.090
158 H -3.07268 7.42151 9.64670  C153 1.090
159 H -2.83102 8.11359 11.18186  C153 1.090
160 C 3.47042 14.30396 7.27025  C161 1.551, H164 1.090, H165 1.090, H166 1.090
161 C 2.23305 15.22866 7.40842  C160 1.551, O162 1.266, O163 1.245
162 O 1.04962 14.78533 7.33875  C161 1.266
163 O 2.44890 16.42153 7.69108  C161 1.245
164 H 4.40309 14.86144 7.35644  C160 1.090
165 H 3.34656 14.01738 6.22591  C160 1.090
166 H 3.47760 13.55516 8.06231  C160 1.090
167 C 1.28173 4.12610 12.39597  C168 1.557, H171 1.090, H172 1.090, H173 1.090
168 C 0.69732 3.24407 13.53801  C167 1.557, O169 1.235, O170 1.229
169 O -0.46595 3.32089 13.94674  C168 1.235
170 O 1.38932 2.38173 14.07472  C168 1.229
171 H 2.09074 4.74112 12.79012  C167 1.090
172 H 0.52163 4.71721 11.88517  C167 1.090
173 H 1.60362 3.37618 11.67340  C167 1.090